{"formula": "C37H31As2Cl3N3OPd", "method": "wB97M-V/def2-TZVPD", "charge": 1, "homo_energy_ev": -9.890, "spin_multiplicity": 1, "homo_lumo_gap_ha": 0.2681, "e_lumo_ha": -0.095, "symbols": ["Pd", "C", "C", "As", "C", "C", "C", "C", "C", "C", "C", "C", "C", "C", "C", "C", "As", "C", "C", "C", "C", "C", "C", "C", "C", "C", "C", "C", "C", "H", "H", "H", "H", "H", "H", "H", "H", "H", "H", "H", "H", "H", "H", "H", "H", "H", "H", "H", "H", "H", "H", "H", "H", "O", "C", "C", "C", "C", "C", "C", "C", "N", "C", "C", "N", "H", "H", "H", "H", "H", "H", "H", "Cl", "C", "Cl", "Cl", "C", "N"], "coordinates": [[-0.5519, -0.7240, 0.2574], [-4.0911, -0.5732, -0.0019], [-3.6985, 0.7866, 0.5480], [-1.9095, 1.1894, -0.1795], [-2.3693, 1.2383, -2.0439], [-1.6573, 0.4315, -2.9263], [-2.0127, 0.3939, -4.2677], [-3.0714, 1.1644, -4.7249], [-3.7726, 1.9813, -3.8473], [-3.4231, 2.0210, -2.5061], [-1.6138, 2.9972, 0.3908], [-1.4847, 4.0287, -0.5307], [-1.3741, 5.3366, -0.0798], [-1.3821, 5.6104, 1.2803], [-1.5063, 4.5765, 2.1989], [-1.6265, 3.2684, 1.7554], [-2.6602, -1.8044, 0.5181], [-2.9931, -2.0213, 2.3975], [-1.9617, -1.7764, 3.2994], [-2.1957, -1.8896, 4.6634], [-3.4551, -2.2451, 5.1219], [-4.4845, -2.4924, 4.2222], [-4.2564, -2.3822, 2.8595], [-3.1031, -3.4894, -0.2964], [-3.2459, -3.5351, -1.6809], [-3.5449, -4.7366, -2.3042], [-3.6934, -5.8923, -1.5482], [-3.5438, -5.8475, -0.1693], [-3.2502, -4.6460, 0.4610], [-4.1528, -0.5544, -1.0904], [-5.0298, -0.9587, 0.3947], [-3.6568, 0.7834, 1.6381], [-4.3676, 1.5850, 0.2277], [-0.8172, -0.1492, -2.5648], [-1.4556, -0.2295, -4.9546], [-3.3482, 1.1368, -5.7705], [-4.5909, 2.5899, -4.2086], [-3.9695, 2.6704, -1.8316], [-1.4892, 3.8197, -1.5924], [-1.2811, 6.1427, -0.7955], [-1.2937, 6.6322, 1.6249], [-1.5138, 4.7873, 3.2599], [-1.7220, 2.4661, 2.4787], [-0.9799, -1.4962, 2.9346], [-1.3945, -1.6999, 5.3651], [-3.6376, -2.3326, 6.1848], [-5.4649, -2.7737, 4.5830], [-5.0614, -2.5906, 2.1640], [-3.1178, -2.6385, -2.2786], [-3.6594, -4.7716, -3.3793], [-3.9262, -6.8294, -2.0358], [-3.6588, -6.7481, 0.4191], [-3.1361, -4.6160, 1.5378], [1.0066, 0.5236, 0.4701], [2.2785, 0.2090, 0.4627], [3.1871, 1.2870, 0.5593], [4.5458, 1.1048, 0.5511], [5.0822, -0.1823, 0.4484], [4.2202, -1.2469, 0.3832], [2.8210, -1.0914, 0.4019], [1.9903, -2.2832, 0.3815], [0.6622, -2.3734, 0.3158], [0.3289, -3.7130, 0.3126], [1.4607, -4.4477, 0.3799], [2.4909, -3.5407, 0.4240], [2.7602, 2.2745, 0.6620], [5.2009, 1.9637, 0.6256], [6.1511, -0.3399, 0.4318], [4.6551, -2.2363, 0.3118], [-0.6883, -4.0484, 0.2383], [1.6240, -5.5097, 0.3935], [3.4666, -3.7655, 0.4916], [1.7180, 5.6378, -3.0712], [2.3386, 4.4258, -1.9404], [2.1892, 5.0243, -0.2789], [4.0249, 4.0521, -2.3151], [1.5430, 3.2058, -2.0824], [0.8899, 2.2703, -2.1935]], "forces_ev_per_angstrom": [[0.0, 0.3, 0.0], [0.1, -0.1, 0.1], [0.1, 0.2, -0.2], [-0.4, -0.2, 0.2], [0.2, 0.0, -0.1], [-0.1, 0.0, 0.0], [0.0, 0.0, 0.0], [0.0, 0.0, 0.0], [0.0, 0.0, 0.0], [0.0, 0.0, 0.0], [0.0, 0.0, 0.0], [-0.1, 0.0, 0.0], [0.0, 0.0, 0.0], [0.0, 0.0, 0.0], [0.0, 0.0, 0.0], [0.1, 0.0, 0.0], [0.0, 0.0, -0.2], [0.1, 0.0, 0.0], [0.0, 0.0, 0.0], [0.0, 0.0, 0.0], [0.0, 0.0, 0.0], [0.0, 0.0, 0.0], [0.0, 0.0, 0.0], [-0.1, 0.0, 0.0], [0.0, 0.0, 0.0], [0.0, 0.0, 0.0], [0.0, 0.0, 0.0], [0.0, 0.0, 0.0], [0.0, 0.0, 0.0], [0.0, -0.1, 0.0], [0.0, 0.1, 0.0], [0.0, 0.0, 0.0], [-0.1, -0.1, 0.0], [0.0, 0.0, 0.0], [0.0, 0.0, 0.0], [0.0, 0.0, 0.0], [0.0, 0.0, 0.0], [0.0, 0.0, 0.0], [0.0, 0.0, 0.0], [0.0, 0.0, 0.0], [0.0, 0.0, 0.0], [0.0, 0.0, 0.0], [0.0, 0.0, 0.0], [0.0, 0.0, 0.0], [0.0, 0.0, 0.0], [0.0, 0.0, 0.0], [0.0, 0.0, 0.0], [0.0, 0.0, 0.0], [0.0, 0.0, 0.0], [0.0, 0.0, 0.0], [0.0, 0.0, 0.0], [0.0, 0.0, 0.0], [0.0, 0.0, 0.0], [-0.1, -0.2, -0.1], [0.0, 0.1, 0.1], [0.0, 0.1, 0.0], [0.0, 0.0, 0.0], [0.0, 0.0, 0.0], [0.0, 0.0, 0.0], [0.1, 0.0, 0.0], [-0.1, -0.1, 0.0], [0.0, 0.2, 0.1], [0.0, -0.1, 0.0], [-0.1, 0.0, 0.0], [0.0, 0.1, 0.0], [0.0, 0.1, 0.0], [0.0, 0.0, 0.0], [0.0, 0.0, 0.0], [0.0, 0.0, 0.0], [0.0, 0.0, 0.0], [0.0, 0.0, 0.0], [0.0, 0.0, 0.0], [0.0, 0.0, 0.0], [0.1, 0.1, 0.0], [0.0, -0.1, 0.0], [0.0, 0.0, 0.0], [-0.1, 0.0, 0.0], [0.0, 0.0, 0.0]], "mulliken_charge": [0.498, -1.118, -1.313, 1.099, 0.538, -0.518, -0.878, -0.557, -0.844, -0.161, 0.563, -0.486, -0.799, -0.475, -0.790, -0.370, 1.349, 0.342, -0.661, -0.710, -0.505, -0.772, -0.143, 0.064, -0.481, -0.692, -0.535, -0.728, -0.088, 0.541, 0.723, 0.680, 0.623, 0.467, 0.469, 0.417, 0.442, 0.390, 0.493, 0.419, 0.410, 0.424, 0.406, 0.495, 0.432, 0.404, 0.409, 0.369, 0.365, 0.424, 0.387, 0.420, 0.433, -0.278, 0.590, -0.636, -0.612, -0.947, -0.861, 0.130, 0.305, 0.353, -0.427, -1.007, -0.091, 0.659, 0.468, 0.409, 0.270, 0.218, 0.445, 0.166, -0.097, 0.771, -0.080, -0.084, -0.295, -0.244]}